[1]
Computed, not measured: a 3-piece molecular cluster, C9H23BBrO10S3 overall at a distorted geometry, with wB97M-V/def2-TZVPD.

Properties
F_max in eV/Å: 3.896
HOMO level in eV: -4.928
Total charge: -1
Frontier orbital gap in eV: 7.067

XYZ file:
```
47
C9H23BBrO10S3 wB97M-V/def2-TZVPD
H -2.621 2.188 3.072
H 5.276 0.576 0.247
O 2.847 1.054 -1.102
C -0.754 2.275 -1.148
H -3.028 -1.882 2.726
H -4.185 1.215 3.424
H -0.181 2.591 -0.276
C 4.446 0.010 0.662
C -2.609 0.624 4.720
O 2.266 -1.188 -0.141
H 2.768 -2.210 -2.521
H 2.270 0.093 -3.400
B -2.377 -0.964 3.201
H -3.832 0.234 -4.126
C -3.087 1.237 3.344
C 3.575 -1.542 -2.831
H -0.786 -1.985 2.026
H -0.737 0.169 -0.642
H -2.092 1.075 0.011
O 4.193 -0.949 -1.677
H 4.341 -2.157 -3.303
C -0.836 -1.538 3.030
O 1.149 -0.417 4.465
C -3.116 -0.581 -4.065
S 3.235 -0.233 -0.602
H 3.968 0.578 1.458
H -0.608 -2.262 3.820
H -1.527 0.671 4.897
H -2.848 -0.919 -5.064
S 0.506 -0.305 3.115
H -1.479 3.051 -1.401
H -3.509 -1.406 -3.477
H 4.775 -0.958 1.032
O -1.154 1.130 -4.075
O -0.785 -1.097 -2.993
O -2.315 0.554 -1.957
H 2.691 -0.992 -4.721
C 3.075 -0.507 -3.823
H -0.064 2.189 -1.987
C -1.456 0.960 -0.867
S -1.637 0.018 -3.304
O -2.898 -0.749 4.575
H 1.506 -0.561 2.194
H 3.879 0.176 -4.102
O -2.797 0.207 2.419
O 0.082 1.097 2.873
Br -3.529 1.433 6.292
```

[2]
Computed, not measured: C9H23BaF3N2O11S as an isolated structure at a distorted geometry, with wB97M-V/def2-TZVPD.

Properties
F_max in eV/Å: 3.556
HOMO level in eV: -7.002
ΔE to the lowest compared entry with this formula, charge and spin in kcal/mol: 248.2
Total charge: 0
Frontier orbital gap in eV: 2.652

XYZ file:
```
50
C9H23BaF3N2O11S wB97M-V/def2-TZVPD
H 4.174 0.551 -4.045
C 1.316 4.604 -3.317
O -3.217 1.127 4.729
F -6.257 0.682 -4.993
H 4.974 1.532 -2.717
H 3.060 2.670 -3.950
H 0.688 -5.243 -0.954
H -4.950 -1.376 6.154
H -5.205 0.680 4.501
H 0.833 -6.126 1.741
N 5.982 1.708 2.472
C -5.423 1.056 -3.959
S -5.371 -0.382 -2.606
H 0.748 2.577 -3.031
H 2.222 5.205 -3.246
H -4.633 -2.217 4.200
O 7.153 1.685 2.817
O -6.811 -0.418 -2.203
F -4.201 1.201 -4.481
O 2.172 -4.887 2.374
O 5.331 0.683 2.377
H 3.132 -5.061 0.177
H 4.546 -0.091 -2.447
H 2.595 -6.822 1.838
O 5.431 2.784 2.405
O -4.970 -1.526 -3.410
N 1.273 3.321 -1.178
C 2.219 -5.656 0.141
F -5.819 2.202 -3.379
H 2.002 3.905 -0.793
H -3.362 2.058 4.916
H 1.181 4.378 -4.375
O 1.298 -4.764 -0.389
H 3.675 3.131 -2.396
C 1.496 3.250 -2.612
C 2.829 2.646 -2.885
H 2.211 -6.526 -0.516
H -4.760 1.065 6.089
C -4.386 0.544 5.207
O -4.418 -0.088 -1.553
Ba 0.303 -0.566 1.633
C 4.214 0.798 -2.984
O -3.870 -1.691 4.454
H 1.982 -5.109 3.289
C -4.100 -0.933 5.634
H 0.493 3.961 -1.124
O 2.948 1.268 -2.519
H 0.545 5.242 -2.887
H -3.178 -1.020 6.209
C 1.906 -6.014 1.588
```

[3]
Computed, not measured: C9H23CeClIOP2 as an isolated structure at a distorted geometry, with wB97M-V/def2-TZVPD.

Properties
F_max in eV/Å: 9.976
HOMO level (alpha / beta) in eV: -14.662 / -14.715
Total charge: +2
Spin multiplicity: 2
Frontier orbital gap (alpha / beta) in eV: 6.654 / 6.760

XYZ file:
```
38
C9H23CeClIOP2 wB97M-V/def2-TZVPD
H -0.589 -2.195 3.651
H 0.743 5.219 -1.284
H -1.919 -0.986 3.480
H 1.042 -2.078 -3.327
H 2.187 4.764 -2.271
H 2.044 -0.042 4.548
Ce -0.702 -0.478 0.244
C -0.453 -2.760 0.526
H -2.468 -1.987 -3.738
H -1.941 0.746 -4.156
C 0.575 -1.132 -3.651
O 2.671 -0.830 -0.349
C -0.342 1.665 3.278
H 0.265 -1.254 -4.703
H 0.282 2.420 2.774
C 1.707 4.705 -1.292
H -1.388 1.782 2.937
H -2.431 1.081 -2.465
H -2.983 -1.684 -2.044
H -0.302 1.834 4.365
H -0.783 -0.885 4.875
H -0.851 1.667 -3.071
C -1.576 0.839 -3.123
C -2.128 -1.966 -2.690
H -1.768 -2.967 -2.401
C 1.538 -0.641 -0.129
Cl 0.545 -3.477 -0.669
P 0.249 -0.019 2.830
H 2.615 0.509 2.949
H 2.307 -1.224 3.240
H 2.367 5.077 -0.505
C -0.868 -1.137 3.805
I 1.305 2.613 -0.867
C 1.948 -0.206 3.462
H 1.348 -0.344 -3.608
P -0.788 -0.704 -2.517
H -1.500 -3.087 0.405
H 0.042 -2.839 1.490
```

[4]
Computed, not measured: C9H23I2NSSi2 as an isolated structure at a distorted geometry, with wB97M-V/def2-TZVPD.

Properties
F_max in eV/Å: 1.869
HOMO level in eV: -5.299
Total charge: 0
Frontier orbital gap in eV: 3.011

XYZ file:
```
38
C9H23I2NSSi2 wB97M-V/def2-TZVPD
C -1.153 -1.298 0.418
C -2.807 -0.151 4.874
I -2.475 -2.240 5.016
H 0.631 -0.946 -4.624
H 0.679 0.783 -4.222
H 2.896 -2.799 -3.432
H -0.522 1.756 0.619
Si 2.114 -0.559 -2.654
H 2.028 0.041 -5.076
C 1.275 -0.128 -4.295
H 3.545 0.776 -1.105
C -1.516 0.244 -2.162
Si -0.233 -0.249 -0.863
C -1.872 0.698 4.531
H -0.482 -1.576 1.237
H 2.479 1.850 -2.034
H -2.422 0.642 -1.685
H 1.117 1.090 0.761
C -0.479 0.325 4.176
H -4.537 1.642 5.467
H -0.408 0.371 3.079
H -0.210 -0.690 4.462
H -1.992 -0.722 0.839
H -1.138 1.020 -2.830
S -4.491 0.306 5.229
N 1.041 -1.140 -1.485
C 0.317 1.320 0.053
H 0.273 1.001 4.580
I -2.295 2.784 4.399
H -1.804 -0.621 -2.762
H 3.957 -2.169 -2.155
H -5.119 0.085 4.043
H -1.557 -2.207 -0.030
C 3.101 0.954 -2.087
C 3.386 -1.902 -3.047
H 0.670 2.089 -0.635
H 3.914 1.168 -2.791
H 4.091 -1.547 -3.808
```

[5]
Computed, not measured: C9H23N2O17S2SnV2 as an isolated structure at a distorted geometry, with wB97M-V/def2-TZVPD.

Properties
F_max in eV/Å: 5.673
HOMO level (alpha / beta) in eV: -15.351 / -15.351
Total charge: +2
Spin multiplicity: 2
Frontier orbital gap (alpha / beta) in eV: 5.610 / 4.850

XYZ file:
```
56
C9H23N2O17S2SnV2 wB97M-V/def2-TZVPD
C 2.693 -0.390 -1.293
H 0.863 4.363 -6.004
H 0.213 5.958 -5.550
H 0.817 -0.648 -2.434
N -0.796 -0.260 0.756
H 0.916 3.717 -3.520
O -2.973 3.995 -1.954
V 0.141 -3.267 1.988
O 2.978 0.809 -1.959
N 0.380 -0.355 3.934
H 5.133 0.575 -0.292
V -3.189 -1.113 3.194
H -4.483 -4.951 4.121
H -3.024 -6.227 2.481
C 1.681 -1.223 -2.100
O 0.853 -1.471 3.648
O -0.807 -0.241 3.876
H 2.303 -0.145 -0.305
H 2.130 -1.730 -2.954
H 0.678 5.314 -3.021
S -1.471 3.774 -2.135
H -1.482 1.753 -3.418
O -1.885 -0.440 1.301
H -1.847 -5.422 1.430
O 2.782 2.052 0.250
H -1.495 -5.613 3.131
O -3.668 -1.007 4.755
H 3.568 -1.005 -1.085
O 1.070 0.733 3.936
O -0.556 4.218 -1.094
H 5.668 1.230 -1.913
O -1.008 4.291 -3.637
C -1.120 1.932 -2.406
S 3.549 2.051 -1.042
H -0.052 1.741 -2.310
H -3.880 -4.054 2.006
H 5.845 2.184 -0.385
O 0.601 -4.262 3.131
H -1.595 1.353 -1.614
C 0.405 4.631 -3.825
O 3.390 3.275 -1.836
Sn 0.850 3.166 2.076
H 1.928 5.375 -5.156
C -2.299 -5.416 2.422
C 0.867 5.142 -5.241
O -0.111 -1.279 0.620
O -2.145 -3.077 2.689
C 5.250 1.451 -0.931
H -4.397 -3.127 3.970
C -3.856 -4.073 3.964
C -3.059 -4.149 2.717
H -3.239 -4.010 4.860
O -0.280 0.808 0.666
O 0.294 -4.010 0.600
O -4.481 -0.926 2.299
H 1.351 -1.999 -1.410
```

[6]
Computed, not measured: C9H23N2Si as an isolated structure at a distorted geometry, with wB97M-V/def2-TZVPD.

Properties
F_max in eV/Å: 5.160
HOMO level in eV: -11.403
ΔE to the lowest compared entry with this formula, charge and spin in kcal/mol: 50.1
Total charge: +1
Frontier orbital gap in eV: 7.328

XYZ file:
```
35
C9H23N2Si wB97M-V/def2-TZVPD
H -0.464 4.162 -1.556
C -1.622 -0.931 -0.854
H -0.198 3.021 1.034
H 1.048 -1.167 -1.102
H -0.471 -0.554 3.025
H -0.214 -2.023 -3.224
H -1.897 2.634 3.360
H 2.304 -3.435 -0.839
N -0.795 -1.993 -0.698
C -0.560 1.305 1.983
C -0.937 3.190 -1.459
H -0.503 1.826 4.043
H 3.656 0.614 1.470
C -0.893 2.221 3.068
C -1.287 0.437 -1.055
H -1.278 -2.877 -0.588
N -0.159 1.950 0.886
H 0.839 -0.104 1.872
C 0.706 -2.438 -2.773
C 1.410 -3.126 -0.387
Si 0.155 1.679 -0.874
H -2.311 0.977 -0.897
H -0.226 3.030 2.984
H 0.767 -3.989 -0.244
C -0.323 -0.068 2.068
H 0.885 -3.506 -3.070
H -1.245 2.933 -2.500
H 1.759 -2.715 0.561
H -1.855 3.116 -0.887
H 3.525 -0.066 1.890
H 1.489 1.842 -1.327
H -2.627 -1.178 -0.727
H 1.581 -1.954 -3.213
H -0.887 -0.663 1.294
C 0.628 -2.151 -1.261
```

[7]
Computed, not measured: C9H23NO4Y2 as an isolated structure at a distorted geometry, with wB97M-V/def2-TZVPD.

Properties
F_max in eV/Å: 3.599
HOMO level in eV: -17.257
Total charge: +4
Frontier orbital gap in eV: 1.579

XYZ file:
```
39
C9H23NO4Y2 wB97M-V/def2-TZVPD
H -27.158 -0.937 -2.862
H -26.717 1.926 -1.092
H -26.092 1.471 -3.511
N -25.760 0.387 -1.086
O -33.174 6.406 -4.880
H -23.216 -0.233 0.511
H -25.677 -1.959 -3.210
C -25.449 -0.374 0.132
H -30.094 3.664 -2.559
Y -30.548 7.589 -3.442
C -23.777 -0.625 -2.322
H -27.173 -1.366 1.031
C -26.128 -0.967 -3.220
H -26.881 -1.902 -0.608
H -23.943 -2.500 -1.304
C -26.385 -1.602 0.315
H -32.476 0.339 -1.568
C -23.960 -0.934 0.133
C -23.483 -1.515 -1.226
H -26.601 0.742 1.458
H -26.046 -0.723 -4.279
H -25.042 1.557 1.197
O -30.714 4.400 -2.727
H -34.053 6.736 -4.607
O -32.291 1.201 -1.941
H -24.446 1.129 -4.157
H -25.153 0.277 2.308
H -23.597 -1.299 -3.160
C -25.529 0.591 1.334
Y -33.424 3.291 -4.261
H -22.401 -1.647 -1.215
C -25.219 -0.023 -2.411
H -22.968 0.090 -2.475
O -26.983 1.005 -1.042
H -31.372 1.362 -1.731
H -23.855 -1.690 0.911
H -25.771 -2.474 0.540
H -24.748 2.079 -2.653
C -25.059 1.229 -3.261
```

[8]
Computed, not measured: C9H24AgO7 as an isolated structure at a distorted geometry, with wB97M-V/def2-TZVPD.

Properties
F_max in eV/Å: 8.819
HOMO level in eV: -1.868
ΔE to the lowest compared entry with this formula, charge and spin in kcal/mol: 0.0
Total charge: -1
Frontier orbital gap in eV: 4.439

XYZ file:
```
41
C9H24AgO7 wB97M-V/def2-TZVPD
H 0.235 1.692 1.442
H 0.398 1.926 -2.168
H -2.299 2.295 -1.872
H 0.939 1.601 -3.914
H 0.446 -1.621 -2.057
O -0.488 -3.011 -1.351
H 1.276 -2.870 0.198
H -0.548 -0.278 -4.007
C 0.997 0.873 3.216
H 0.809 0.249 4.089
C 3.837 -2.661 0.995
O -2.692 1.114 -0.316
O -1.939 -4.620 -1.221
Ag -0.708 -0.989 0.105
C -1.717 3.294 -0.026
H -0.567 2.152 -3.595
C 2.395 -2.463 1.688
H 4.535 -3.346 1.476
H -0.733 2.835 0.074
H 1.503 1.738 3.646
O 0.767 -0.749 -2.298
O -1.277 0.531 2.077
C -1.659 -3.428 -1.082
C -2.591 2.400 -0.827
H 1.767 0.409 2.600
H -1.538 4.295 -0.419
C -0.233 0.059 -3.019
H 4.330 -1.723 1.247
H -1.956 0.975 1.563
H 3.773 -2.991 -0.042
H -2.074 3.590 0.960
C -0.236 1.360 2.367
H -1.145 0.083 -2.422
O 1.467 -2.065 0.686
O -2.410 -2.849 -0.340
C 0.175 1.493 -3.143
H -3.245 0.679 -0.970
H 2.354 -1.720 2.485
H -0.381 2.290 2.917
H -3.588 2.838 -0.875
H 2.022 -3.384 2.136
```

| no. | E (eV) |
| --- | --- |
| 1 | -133406.7126 |
| 2 | -54878.8851 |
| 3 | -63865.7911 |
| 4 | -53984.8276 |
| 5 | -126339.7720 |
| 6 | -20554.9617 |
| 7 | -21416.5258 |
| 8 | -28051.4777 |